# 1
A cluster of 2 separate species, C29H34F5N4O2S2 in total, computed with the ωB97M-V functional and the def2-TZVPD basis.

F_max (eV Å⁻¹): 3.6
HOMO (Ha): -0.3899
Charge: +1

Cartesian coordinates (Å):
C1 -1.785 5.048 5.242
C2 -0.218 5.271 5.059
N1 0.432 3.989 4.671
C3 0.974 3.266 5.841
C4 1.110 1.716 5.508
C5 1.382 4.153 3.633
S1 3.019 3.875 3.756
S2 0.725 4.755 2.048
C6 2.041 4.684 0.773
C7 2.193 3.298 0.031
C8 1.554 2.076 0.822
C9 2.006 0.722 0.246
C10 3.406 0.210 0.449
N2 4.335 1.052 1.192
N3 3.861 -0.973 0.005
N4 3.018 -1.705 -0.672
C11 1.718 -1.483 -0.988
C12 0.885 -2.531 -1.784
F1 -0.461 -2.528 -1.484
F2 1.074 -2.227 -3.140
C13 1.370 -4.013 -1.567
C14 1.469 -4.998 -2.633
C15 1.905 -6.348 -2.236
C16 2.259 -6.691 -0.857
C17 2.150 -5.685 0.205
C18 2.501 -5.924 1.692
F3 3.213 -7.078 1.830
F4 1.426 -5.852 2.535
F5 3.351 -4.895 2.101
C19 1.692 -4.363 -0.177
C20 1.131 -0.192 -0.545
C21 -0.314 0.255 -0.857
C22 -0.533 0.532 -2.415
O1 0.369 1.041 -3.042
C23 -1.910 0.171 -3.005
C24 -2.080 0.386 -4.449
C25 -3.372 0.038 -5.038
C26 -4.499 -0.471 -4.252
C27 -4.284 -0.643 -2.815
C28 -3.010 -0.331 -2.185
H1 -2.363 6.006 5.142
H2 -2.198 4.322 4.491
H3 -1.991 4.615 6.253
H4 -0.088 6.097 4.318
H5 0.195 5.622 6.041
H6 1.901 3.712 6.281
H7 0.186 3.329 6.647
H8 0.869 1.536 4.422
H9 0.414 1.133 6.159
H10 2.173 1.376 5.653
H11 2.999 5.027 1.249
H12 1.784 5.486 0.022
H13 1.787 3.274 -1.010
H14 3.300 3.083 -0.013
H15 0.453 2.200 0.937
H16 1.983 2.134 1.868
H17 4.877 1.523 0.453
H18 4.946 0.369 1.663
H19 3.403 -2.595 -1.026
H20 1.199 -4.756 -3.681
H21 1.994 -7.185 -2.973
H22 2.619 -7.701 -0.548
H23 1.589 -3.597 0.629
H24 -0.622 1.197 -0.340
H25 -1.012 -0.542 -0.477
H26 -1.241 0.798 -5.049
H27 -3.451 0.185 -6.147
H28 -5.480 -0.709 -4.737
H29 -5.118 -1.002 -2.172
H30 -2.942 -0.507 -1.081
C29 -8.050 -2.031 -5.924
O2 -6.633 -1.876 -5.942
H31 -8.392 -1.984 -4.892
H32 -8.520 -1.229 -6.497
H33 -8.323 -2.999 -6.350
H34 -6.353 -1.921 -6.863

Forces on the atoms, in the same order (eV/Å):
0.17 -0.08 0.14
-2.18 0.43 0.31
1.93 1.27 -0.76
-0.96 -1.37 0.84
0.68 0.51 -0.13
0.88 0.05 -0.23
-1.01 -0.25 0.04
-0.53 0.00 0.47
0.49 0.32 -0.19
0.52 -0.84 0.41
0.96 0.06 0.64
0.09 -2.52 -1.53
-1.42 1.12 0.15
-0.66 -1.82 -1.23
-0.80 1.74 0.40
-1.78 -1.35 -1.23
-1.08 3.18 1.40
1.12 -2.28 -1.09
1.40 0.82 -0.34
-0.69 0.02 1.54
0.75 -0.98 1.19
0.53 -0.93 2.47
0.06 0.84 1.29
-0.58 2.01 0.30
-0.95 0.61 -2.48
0.95 0.85 -0.34
-1.29 1.07 0.29
1.36 -0.65 -1.10
-0.96 -1.15 -0.34
0.11 -1.13 -1.03
1.83 0.87 0.98
-0.39 -0.93 -0.17
-0.82 -0.42 0.46
-0.50 -0.36 0.27
-0.58 0.10 -0.62
-2.19 -1.12 1.65
0.63 0.03 1.06
2.32 0.73 1.11
1.06 0.65 -1.01
-0.57 0.03 -2.00
0.67 -0.83 0.19
0.58 0.73 0.54
0.10 0.38 -0.81
0.26 -0.96 0.40
-0.11 -0.29 -0.93
-0.61 -0.28 -0.72
0.71 0.19 -0.92
0.08 0.16 1.12
0.66 0.35 -0.64
-1.14 0.24 0.00
-0.87 -0.61 -0.38
-0.04 -0.82 0.89
0.30 0.37 0.83
-1.14 0.31 -0.19
0.92 -0.36 -0.37
-0.36 -0.17 -1.04
0.02 0.01 0.74
0.10 0.72 -0.22
-0.04 0.43 0.42
0.31 -0.21 0.95
-0.16 1.14 0.58
-0.41 0.91 -0.66
0.05 -0.70 -0.79
0.63 -0.78 -0.37
0.73 0.86 -0.53
-0.79 -0.43 0.54
-0.19 -0.20 1.23
1.22 0.21 0.58
0.76 0.29 -0.63
0.11 0.30 -1.25
0.06 -0.01 -0.26
-0.05 -0.05 -0.11
0.12 0.01 -0.03
-0.17 -0.07 0.07
-0.17 0.04 0.06
0.04 -0.01 0.15


# 2
A structure of composition C29H34N7O7S3Yb, computed with the ωB97M-V functional and the def2-TZVPD basis.

Energy above the lowest of the compared OMol25 structures with the same formula, charge and spin (kJ/mol): 3.0
F_max (eV Å⁻¹): 1.4
HOMO (spin up / spin down) (Ha): -0.2771 / -0.2770
2S+1: 2

Cartesian coordinates (Å):
Yb1 0.234 -0.539 -1.999
N1 0.085 2.781 1.297
C1 -0.025 1.576 0.675
S1 1.427 0.723 0.249
N2 -1.256 1.137 0.548
N3 -1.348 0.025 -0.253
C2 -2.298 -0.771 0.011
C3 -2.584 -1.885 -0.906
C4 -3.448 -2.905 -0.548
C5 -3.719 -3.898 -1.476
C6 -3.125 -3.834 -2.727
C7 -2.257 -2.789 -2.989
N4 -1.989 -1.837 -2.101
H1 0.949 2.973 1.776
H2 -0.759 3.158 1.698
H3 -2.918 -0.618 0.890
H4 -3.883 -2.916 0.444
H5 -4.386 -4.713 -1.225
H6 -3.319 -4.582 -3.484
H7 -1.751 -2.706 -3.944
C8 5.971 3.465 -4.073
C9 5.056 2.287 -4.280
C10 4.498 1.631 -3.186
C11 3.626 0.573 -3.349
C12 3.309 0.154 -4.637
C13 3.856 0.789 -5.750
C14 4.729 1.846 -5.559
S2 2.204 -1.166 -4.969
O1 1.876 -1.137 -6.362
O2 1.093 -1.127 -4.024
N5 2.982 -2.562 -4.748
C15 3.591 -3.063 -3.500
C16 2.570 -3.714 -2.572
C17 1.698 -2.670 -1.926
O3 0.465 -2.863 -1.759
O4 2.219 -1.550 -1.634
H8 5.424 4.296 -3.622
H9 6.395 3.812 -5.015
H10 6.791 3.212 -3.399
H11 4.732 1.961 -2.180
H12 3.220 0.082 -2.479
H13 3.588 0.463 -6.745
H14 5.157 2.343 -6.422
H15 3.362 -2.881 -5.626
H16 4.105 -2.258 -2.976
H17 4.340 -3.786 -3.813
H18 3.078 -4.262 -1.775
H19 1.938 -4.410 -3.121
C18 -4.637 1.742 3.194
C19 -4.672 0.216 3.162
C20 -3.553 -0.436 3.964
N6 -2.248 0.118 3.638
C21 -1.142 -0.582 3.380
S3 -1.070 -2.172 2.909
N7 0.041 0.156 3.497
C22 0.349 1.202 4.346
O5 1.329 1.890 4.158
C23 -0.544 1.437 5.528
C24 -0.816 2.746 5.900
C25 -1.617 2.998 7.007
C26 -2.124 1.940 7.751
C27 -1.836 0.629 7.386
C28 -1.055 0.375 6.268
H20 -5.515 2.166 2.707
H21 -3.761 2.125 2.664
H22 -4.614 2.120 4.222
H23 -4.634 -0.131 2.126
H24 -5.618 -0.140 3.577
H25 -3.503 -1.504 3.775
H26 -3.731 -0.289 5.036
H27 -2.124 1.100 3.835
H28 0.771 -0.096 2.834
H29 -0.386 3.559 5.327
H30 -1.834 4.019 7.294
H31 -2.740 2.136 8.619
H32 -2.220 -0.196 7.972
H33 -0.837 -0.646 5.973
O6 -1.172 0.542 -3.521
C29 -0.300 1.443 -3.645
O7 0.710 1.500 -2.877
H34 -0.402 2.189 -4.441

Forces on the atoms, in the same order (eV/Å):
-0.92 0.38 0.98
0.22 0.02 0.07
0.04 -0.02 0.24
-0.43 0.01 -0.17
0.11 -0.16 -0.21
0.22 0.42 0.02
-0.43 -0.39 -0.04
0.05 0.24 0.14
-0.17 -0.14 0.02
-0.03 -0.03 0.04
-0.06 -0.02 0.01
0.05 0.10 0.02
0.30 -0.05 -0.04
0.01 0.00 -0.02
-0.03 -0.01 -0.02
-0.02 0.00 -0.06
0.01 -0.02 -0.05
0.01 0.02 -0.01
0.00 0.02 0.03
0.02 0.00 0.02
-0.05 -0.05 0.01
0.05 0.08 -0.01
0.04 0.05 0.05
0.05 -0.08 -0.07
0.04 0.25 -0.10
0.04 0.00 0.16
0.03 0.02 -0.02
-0.52 0.03 -0.08
0.00 -0.03 0.03
0.60 -0.06 -0.74
0.11 -0.37 0.14
-0.13 0.07 -0.14
0.02 -0.03 -0.13
0.02 -0.01 0.28
0.39 -0.02 -0.09
0.28 -0.52 0.05
0.01 -0.02 -0.01
0.00 -0.02 0.00
-0.02 -0.01 -0.01
-0.01 0.01 -0.04
-0.07 0.00 -0.01
-0.02 0.00 0.01
-0.02 0.01 0.02
0.07 -0.05 0.06
0.04 0.05 0.02
0.01 -0.06 0.00
0.07 0.02 -0.03
0.01 -0.06 0.04
0.03 0.00 0.05
-0.06 0.05 -0.05
0.12 0.07 -0.08
-0.27 -0.09 0.03
0.26 0.02 -0.08
-0.11 0.09 0.05
0.03 -0.09 -0.07
-0.11 0.07 -0.07
0.02 0.00 -0.04
0.09 -0.07 -0.01
0.01 0.07 0.08
-0.01 -0.05 0.01
0.03 0.04 -0.05
0.02 -0.01 -0.04
0.00 -0.02 0.21
0.00 -0.02 0.00
-0.03 -0.01 0.00
0.01 -0.04 -0.04
0.00 0.04 0.04
-0.02 -0.02 -0.02
0.00 -0.06 0.00
0.03 0.04 0.01
-0.06 -0.06 -0.07
0.00 0.03 0.01
-0.01 -0.04 0.02
0.00 -0.03 -0.01
0.01 0.00 -0.02
0.01 0.02 -0.01
0.00 0.05 0.06
0.33 0.31 -0.11
-0.01 -0.11 0.34
-0.27 0.14 -0.48
-0.04 0.11 -0.04


Number 1: total energy -2790.29264 a.u.. Number 2: total energy -4388.97340 a.u..